DFT (the ωB97M-V functional and the def2-TZVPD basis) results for a structure of composition C39H62BBiBrN3O5P2S.

Computed properties:
HOMO energy in eV: -2.4267
F_max in eV/A: 0.745
LUMO level in eV: 3.8815
Total charge: -2
Relative energy (zero: lowest compared OMol25 entry of this formula, charge and spin) in eV: 1.3309

Geometry as XYZ:
```
115
Properties=species:S:1:pos:R:3:lowdin_charge:R:1
H 4.970 -0.634 -4.363 0.08
H -6.118 0.983 -2.312 0.08
C -3.516 1.570 -2.284 -0.07
O 3.574 3.460 -2.706 -0.30
H -2.892 2.692 3.895 0.08
C -1.631 -2.334 3.247 -0.12
H -0.784 -3.999 1.165 0.06
H -0.889 -2.787 -0.117 0.04
C -5.077 3.474 4.891 -0.08
C 1.437 -2.345 4.646 -0.13
C 3.578 -4.861 0.782 -0.10
C 5.033 -0.781 -3.295 -0.10
C 1.698 -4.063 1.991 -0.14
C -6.784 2.279 3.545 -0.06
P 0.785 -1.409 1.949 0.96
H -2.329 -3.222 0.780 0.08
Br -0.560 1.722 2.557 0.82
H -6.521 1.315 -0.618 0.07
H 7.163 -0.543 -3.290 0.09
C 2.647 -0.389 3.699 -0.13
H 4.288 2.732 2.933 -0.01
H -1.501 -1.053 1.547 0.07
H 3.026 4.229 2.461 0.00
H 3.020 -3.795 -2.377 0.06
H 1.282 -3.612 -2.153 0.07
H 3.428 -1.047 3.303 0.08
O -1.805 1.033 -0.120 -0.22
O 4.837 1.913 -1.282 -0.27
C 3.130 -2.991 -5.025 -0.13
H -3.964 1.696 -3.277 0.08
C 5.253 -1.088 -0.556 -0.04
C -3.984 2.054 0.217 -0.09
Bi 1.337 0.327 -0.220 1.65
H -5.385 3.397 -2.658 0.07
C -4.558 2.775 2.512 -0.21
H 1.905 -4.773 -3.340 0.07
H -5.825 3.767 -0.985 0.06
N -1.307 -1.540 -2.148 0.03
H -0.115 0.509 -4.004 0.05
C -3.248 2.503 2.890 -0.12
H -5.865 2.810 0.840 0.09
H -6.949 5.006 3.676 0.07
O 2.956 3.202 -0.386 -0.25
C 3.704 -3.640 0.161 -0.05
C -2.362 1.985 1.972 -0.55
H 0.906 -4.226 2.711 0.09
H 4.120 -2.986 -4.567 0.07
C 2.062 -3.782 -2.899 -0.13
H 0.532 -2.948 4.712 0.05
O 2.546 1.406 -1.962 -0.60
H -4.192 4.121 -1.561 0.09
H 1.568 -0.677 -5.479 0.08
N 2.545 1.414 1.128 -0.18
C 1.812 -2.800 1.402 -0.31
H 3.857 0.190 -5.714 0.05
H 4.773 4.063 1.485 0.00
H -7.250 2.148 2.566 0.07
H -7.552 2.618 4.249 0.07
H 4.285 -5.648 0.541 0.09
H -5.366 5.380 2.961 0.09
H -2.716 -2.396 3.123 0.08
H 2.627 0.500 3.070 0.02
H -6.414 1.305 3.874 0.09
C 1.304 -1.131 3.728 -0.54
C -5.714 1.022 -1.294 -0.06
C -2.658 1.636 0.615 -0.44
H -1.428 -1.591 4.020 0.07
P 2.139 -1.000 -3.172 1.06
H 2.260 -2.983 4.323 0.07
H 0.418 1.486 -5.385 0.07
C 2.802 -2.562 0.404 -0.30
H -6.600 4.564 1.996 0.07
H 2.437 -6.073 2.167 0.09
C 3.094 0.832 -5.269 -0.12
C 3.997 -1.173 -1.153 -0.35
H -3.250 0.529 -2.151 0.06
H -5.382 0.019 -1.014 0.09
C 2.553 -5.105 1.693 -0.12
H -0.298 -1.539 -2.280 -0.07
H 1.672 -1.984 5.653 0.08
H -1.509 -0.785 -1.487 -0.03
H 2.746 1.514 -6.052 0.07
C 6.280 -0.733 -2.691 -0.09
H 4.501 -3.498 -0.552 0.10
C 0.745 1.015 -4.452 -0.14
H 1.074 1.793 -3.763 0.06
H -4.260 4.199 4.906 0.08
C 3.875 -1.001 -2.552 -0.30
C -1.002 -1.960 1.905 -0.53
H -1.702 -1.254 -3.035 0.00
H 2.967 -3.981 -5.468 0.07
H 5.319 -1.160 0.523 0.13
C -5.017 3.408 -1.627 -0.06
H 1.077 -2.716 -4.467 0.10
C -6.171 4.641 2.997 -0.06
C 2.058 -2.699 -3.978 -0.56
C -5.625 3.287 3.475 -0.57
H -5.871 3.842 5.547 0.08
C 3.104 2.533 0.946 -0.47
H -1.283 -3.310 3.594 0.06
H 7.353 -0.791 -0.833 0.10
C -4.533 2.003 -1.226 -0.54
H -2.599 2.156 -2.231 0.09
H -4.708 2.530 5.300 0.08
C 1.905 0.041 -4.727 -0.53
B 3.871 3.445 2.031 -0.40
H 3.124 -2.255 -5.834 0.06
C -1.251 -3.058 0.872 -0.12
S 3.572 2.484 -1.645 0.39
N 2.845 -1.409 -0.351 -0.16
H 0.540 -0.459 4.127 0.05
H 2.933 -0.101 4.716 0.08
C 6.386 -0.874 -1.316 -0.09
C -4.861 2.556 1.171 -0.03
H 3.548 1.438 -4.483 0.07
```

=====

DFT (the ωB97M-V functional and the def2-TZVPD basis) results for the molecule C4H8N4 in a non-equilibrium geometry.

Computed properties:
HOMO energy (alpha / beta) in eV: -8.3633 / -8.3641
F_max in eV/A: 2.286
LUMO level (alpha / beta) in eV: -0.1905 / -0.1900
Total charge: 0
Relative energy (zero: lowest compared OMol25 entry of this formula, charge and spin) in eV: 4.7673

Geometry as XYZ:
```
16
Properties=species:S:1:pos:R:3:nbo_charge:R:1
H 2.539 0.256 -1.544 0.22
N -2.093 -1.247 0.815 -0.68
H -1.886 -2.054 0.235 0.36
C 2.345 -0.612 -0.907 -0.69
H -0.595 1.593 1.444 0.23
H -1.942 0.887 2.360 0.25
C -1.336 -0.267 0.710 0.53
N -0.561 0.918 -1.532 -0.30
C 1.119 -0.447 -0.088 0.26
H 2.267 -1.498 -1.542 0.24
C -1.539 1.059 1.363 -0.71
H -2.233 1.663 0.779 0.24
H 3.213 -0.749 -0.264 0.26
N -0.358 -0.039 -0.780 -0.10
N 0.798 -0.576 1.078 -0.43
H 0.262 1.111 -2.129 0.32
```

=====

DFT (the ωB97M-V functional and the def2-TZVPD basis) results for the ion C4H9NOS with charge +1 in a non-equilibrium geometry.

Computed properties:
HOMO energy (alpha / beta) in eV: -13.6370 / -13.5875
⟨S²⟩: 0.7539
F_max in eV/A: 2.521
LUMO level (alpha / beta) in eV: -3.8661 / -9.1580
Total charge: +1
Multiplicity: 2
Relative energy (zero: lowest compared OMol25 entry of this formula, charge and spin) in eV: 0.1490

Geometry as XYZ:
```
16
Properties=species:S:1:pos:R:3:nbo_charge:R:1
C 0.650 -2.206 1.806 -0.43
H -0.609 -1.022 2.986 0.43
C -0.483 -0.057 1.204 0.66
H 1.706 -1.964 1.641 0.20
N -0.155 -1.040 2.075 -0.58
H 0.342 -2.719 0.886 0.20
H 1.719 1.145 -2.311 0.15
H 1.342 0.103 0.032 0.25
C -0.270 1.056 -0.989 -0.64
H -1.359 0.962 -1.056 0.29
H -0.203 2.016 -0.459 0.32
C 0.277 -0.113 -0.090 -0.49
H 0.605 -2.959 2.584 0.25
O -1.296 0.802 1.437 -0.55
H 0.190 -1.044 -0.647 0.25
S 0.407 0.962 -2.609 0.70
```

=====

DFT (the ωB97M-V functional and the def2-TZVPD basis) results for the molecule C3H3N3O.

Computed properties:
HOMO energy in eV: -9.6575
F_max in eV/A: 0.530
LUMO level in eV: 0.9872
Total charge: 0
SMILES: O=c1[nH]n2ccn12
Relative energy (zero: lowest compared OMol25 entry of this formula, charge and spin) in eV: 4.0765

Geometry as XYZ:
```
10
Properties=species:S:1:pos:R:3:nbo_charge:R:1
O -1.811 1.706 -0.367 -0.54
N -0.763 -0.253 0.631 -0.30
N 0.027 -0.931 -0.431 -0.10
H 2.222 -0.857 0.062 0.22
N -0.277 0.160 -1.328 -0.51
C 0.496 -0.086 1.335 -0.07
C 1.204 -0.634 0.351 -0.09
H 0.631 0.226 2.364 0.23
H -0.636 -0.101 -2.237 0.40
C -1.082 0.763 -0.367 0.75
```

=====

DFT (the ωB97M-V functional and the def2-TZVPD basis) results for a cluster of 16 separate species, C38H111BClN4O21P2S2 in total in a non-equilibrium geometry.

Computed properties:
HOMO energy in eV: -10.7557
F_max in eV/A: 3.407
LUMO level in eV: -4.0507
Total charge: +1

Geometry as XYZ:
```
180
Properties=species:S:1:pos:R:3:lowdin_charge:R:1
H -5.213 -9.481 -3.872 0.05
H -6.132 -14.770 -5.262 0.06
C 4.222 11.871 -2.854 -0.31
C -7.570 -13.091 -9.171 -0.09
O 1.717 -2.059 0.502 -0.11
H -3.644 -5.439 -1.873 0.11
C 0.482 5.709 -3.443 -0.09
N -2.063 -6.046 -0.550 -0.19
H -3.508 -5.073 6.812 0.08
H -1.411 -4.101 -8.333 0.11
O -4.345 -3.964 0.086 -0.17
H 4.606 5.998 7.926 0.07
O -5.223 -4.033 8.964 -0.10
H 6.703 8.671 2.371 0.05
H 6.453 6.899 9.278 0.08
H 1.195 -4.101 0.508 0.08
H 2.342 10.896 1.206 0.07
H -3.255 -6.434 4.717 0.11
C 4.371 -4.726 2.224 -0.30
C 1.457 4.508 0.860 -0.30
C -4.376 -5.460 6.279 -0.09
H -5.367 -3.192 9.406 0.08
H -1.358 -1.743 -7.474 0.08
H 3.972 -5.653 2.649 0.11
H 3.477 5.247 0.986 0.07
H -7.385 -5.258 9.997 0.08
H 4.771 7.193 2.997 0.11
H -4.237 -5.744 1.829 0.09
H -5.219 -6.751 -0.949 0.11
C 5.229 12.963 -3.152 -0.09
H -4.412 -13.037 -5.808 0.11
C 2.454 0.267 0.604 -0.07
H 0.534 17.107 -3.308 0.08
H -8.629 -14.768 -7.503 0.08
O -4.777 -11.889 -4.130 -0.10
H 9.095 12.035 2.848 0.11
C 8.804 11.180 3.467 -0.31
H -2.388 -4.580 -6.939 0.11
H -6.590 -13.857 -3.815 0.08
H -2.010 -7.469 1.457 0.04
H 6.165 7.695 0.986 0.08
O -7.749 -14.521 -7.209 -0.09
O 2.473 5.731 -2.047 -0.09
H -5.971 -13.966 -8.019 0.10
O 0.524 -6.921 -0.530 -0.25
O 0.355 9.577 -1.185 -0.10
H -3.739 -4.776 4.336 0.06
H -4.106 -7.369 0.230 0.10
C -5.858 -9.033 -1.821 -0.22
H 5.467 13.519 -2.245 0.08
H 2.666 -3.802 2.259 0.03
C -1.524 -4.797 -0.608 -0.41
C 1.414 -0.705 0.100 -0.28
H -2.818 -6.875 -2.318 0.07
H 0.423 -0.435 0.481 0.12
C 1.410 10.507 0.795 -0.09
C -5.771 -14.083 -4.497 -0.08
H 2.669 13.036 -2.960 0.07
O -0.415 -4.083 -6.559 -0.09
P -3.234 -3.967 1.252 0.17
H -0.311 10.265 -1.116 0.07
H -4.076 -12.323 -3.636 0.08
H 1.032 -7.556 -1.042 0.07
H -0.596 -3.887 -5.637 0.01
H 4.620 11.169 -2.122 0.11
B -0.525 -4.086 1.444 -0.75
H -3.892 -8.610 -2.501 0.09
H 6.151 12.550 -3.563 0.07
S -3.581 -2.494 2.414 0.40
H 9.503 12.049 5.321 0.07
C -6.113 -9.289 -3.308 -0.11
C -0.350 -2.923 -1.645 -0.16
H -6.890 -15.132 -8.982 0.11
H 9.589 10.429 3.404 0.11
C 5.128 6.472 7.091 -0.10
H -4.698 -6.386 6.757 0.08
H 2.805 4.987 -2.557 0.08
C -2.115 -2.448 -7.132 -0.09
H -5.898 -5.575 4.181 0.09
N -0.882 -4.296 -1.630 -0.30
Cl -2.468 -2.330 -3.323 0.70
H -4.993 -14.584 -3.914 0.07
H 2.237 6.513 1.011 0.07
H 2.335 9.318 -0.749 0.11
H 4.703 7.470 6.971 0.08
H -0.802 -2.292 -0.894 0.13
C 5.777 6.787 2.899 -0.31
H 2.259 6.904 -3.733 0.11
H -3.887 -9.370 -0.955 0.11
O 0.079 -1.749 -3.732 0.11
H 7.044 5.559 7.491 0.11
C 8.594 11.613 4.906 -0.09
H 7.792 12.352 4.973 0.07
H -6.961 -12.865 -10.048 0.08
H -5.988 -9.977 -1.312 0.10
H 4.815 13.675 -3.868 0.06
C -3.207 -6.335 -1.460 -0.23
O -5.190 -6.223 4.105 -0.09
C 1.964 15.874 -2.270 -0.32
H 5.108 -5.656 0.415 0.08
H 0.699 17.491 -1.585 0.08
H -0.121 5.325 -2.619 0.07
H -6.758 -4.136 11.196 0.07
O 0.632 -4.711 1.006 0.12
H 3.303 16.160 -3.655 0.08
H -8.578 -13.346 -9.506 0.07
H 0.729 -2.972 -1.596 0.13
S -0.588 -5.236 -3.064 0.97
O 5.647 5.458 2.387 -0.10
C 1.241 17.191 -2.483 -0.09
H -6.579 -5.881 11.448 0.08
C -4.265 -7.256 -0.836 -0.17
C -4.056 -5.702 4.818 -0.32
O 3.540 -3.634 2.622 -0.08
H -3.034 -2.276 -7.693 0.08
O -1.126 -7.768 1.204 -0.21
H 1.427 4.500 -0.225 0.09
H -7.649 -12.194 -8.558 0.07
H 0.166 -2.856 2.842 0.08
H 0.640 11.276 0.892 0.07
H 6.530 5.088 2.309 0.08
H 8.302 10.761 5.520 0.07
H 1.253 15.086 -2.029 0.11
H -6.631 -8.456 -3.773 0.07
N -0.529 -3.592 2.809 0.17
H -6.760 -10.144 -3.435 0.06
H 3.471 -4.992 0.278 0.06
P -0.984 -7.452 -0.380 0.88
H 3.442 -0.006 0.231 0.09
C 6.617 6.561 7.368 -0.33
H 6.924 11.248 2.959 0.08
C -5.241 -5.054 9.962 -0.32
H 1.382 -0.698 -0.991 0.11
C 4.462 -4.830 0.713 -0.08
O 1.784 3.177 1.291 -0.11
H -2.302 -2.246 -6.075 0.02
H 1.894 10.955 -1.260 0.08
H -6.021 -12.306 -5.686 0.11
O 3.027 12.422 -2.308 -0.11
H -3.982 -3.468 -0.660 0.06
H 2.504 0.247 1.695 0.09
H 1.745 -2.074 1.463 0.06
N -1.660 -3.932 0.511 0.04
H 0.459 4.766 1.233 0.11
H -5.191 -4.743 6.386 0.07
C -4.394 -8.613 -1.540 -0.20
H 1.090 9.653 1.396 0.07
H 1.948 17.983 -2.741 0.07
C 1.649 6.518 -2.909 -0.30
C 2.485 5.506 1.350 -0.09
H -5.062 -5.998 9.450 0.10
O 6.889 7.328 8.538 -0.08
C -6.969 -14.230 -8.368 -0.32
H 6.228 6.739 3.897 0.10
C -1.627 -3.874 -7.291 -0.31
H 7.131 7.052 6.543 0.10
C -6.567 -5.089 10.697 -0.09
H 0.837 4.848 -4.015 0.07
H -0.194 -4.318 3.433 0.10
H 2.677 15.958 -1.444 0.11
C 1.581 10.101 -0.658 -0.31
H 2.222 1.283 0.290 0.06
H -4.418 -4.883 10.664 0.11
H -0.154 6.316 -4.089 0.07
H 3.976 11.315 -3.766 0.11
O 2.667 15.472 -3.448 -0.10
H 4.932 5.895 6.186 0.07
H 7.618 7.239 1.866 0.08
C 6.614 7.655 1.980 -0.08
H -1.802 -5.212 -3.649 -0.08
O 7.623 10.590 2.921 -0.10
H 5.353 -4.547 2.655 0.12
C -0.694 -2.279 -2.982 -0.74
C -5.238 -12.811 -5.123 -0.31
H 2.534 5.507 2.443 0.07
H 4.856 -3.905 0.291 0.08
O -3.361 -5.362 1.987 -0.18
H 1.291 7.364 -2.324 0.09
H -6.552 -8.294 -1.444 0.10
H 1.803 3.181 2.251 0.08
```

=====

DFT (the ωB97M-V functional and the def2-TZVPD basis) results for the molecule C5H8N2.

Computed properties:
HOMO energy in eV: -8.1566
F_max in eV/A: 0.468
LUMO level in eV: -0.1614
Total charge: 0
Relative energy (zero: lowest compared OMol25 entry of this formula, charge and spin) in eV: 3.8613

Geometry as XYZ:
```
15
Properties=species:S:1:pos:R:3:nbo_charge:R:1
C -0.863 -0.566 1.434 -0.59
H -0.056 2.391 -0.298 0.21
H -1.644 0.256 -0.436 0.25
C 0.808 1.736 -0.147 -0.42
H 1.038 -2.266 -2.038 0.21
H 1.143 1.826 0.892 0.21
H 1.616 2.035 -0.815 0.24
N 0.442 0.372 -0.466 -0.12
H -1.894 -0.750 1.731 0.23
C -0.797 -0.351 -0.088 -0.22
C 0.524 -1.539 -1.422 -0.26
H -0.485 0.305 1.967 0.20
N 1.166 -0.354 -1.230 -0.07
H -0.272 -1.438 1.716 0.23
C -0.725 -1.659 -0.800 -0.10
```